No. 1
Here is 2 unconnected molecules or ions with the total composition C3H4ClNO from the Open Molecules 2025 dataset. Energies are from ωB97M-V with the def2-TZVPD basis set.

Output
* DFT total energy: -19232.2209 eV
* HOMO (alpha / beta): -9.29 / -9.29 eV
* relative energy (zero: lowest compared OMol25 entry of this formula, charge and spin): 81.96 kcal/mol
* total charge: 0
* strongest force on any atom: 2.5 eV Å⁻¹

```
10
Properties=species:S:1:pos:R:3:forces:R:3:lowdin_charge:R:1
C 1.95188 -0.93728 0.09279 2.125 1.006 0.802 -0.6967
C -1.35070 0.23688 0.32546 -0.499 0.284 0.015 -0.1189
C -0.25359 0.58797 -0.67099 -0.235 -0.996 0.993 -0.5013
N 2.76225 -0.22303 0.58796 -0.193 -0.128 0.195 0.0300
O 1.08493 -1.49831 -0.48935 -2.081 -0.702 -0.899 0.0152
Cl 0.98485 1.46874 -0.15247 0.301 0.694 0.165 0.9461
H -2.40234 0.36368 0.07325 0.133 0.727 -0.877 0.0842
H -1.39898 -0.78179 0.56160 0.627 -2.225 -0.569 0.0593
H -1.29963 0.53399 1.37515 0.869 1.267 -0.398 0.0892
H -0.07867 0.24916 -1.70340 -1.048 0.073 0.572 0.0928
```
Forces are in eV/Å.



No. 2
Here is a molecular structure, C6H2B2F8KO4 from the Open Molecules 2025 dataset. Energies are from ωB97M-V with the def2-TZVPD basis set.

Output
* DFT total energy: -53874.0728 eV
* HOMO: 0.78 eV
* total charge: -3
* strongest force on any atom: 4.8 eV Å⁻¹

```
23
Properties=species:S:1:pos:R:3:forces:R:3:lowdin_charge:R:1
K 2.23173 0.78343 0.71139 -0.092 0.130 0.065 0.9787
C -5.29664 -1.47559 -1.77929 -3.980 -2.657 -0.771 -0.0613
C -6.28253 -2.56221 -1.84131 -0.089 -0.166 -0.001 -0.3368
C -5.75660 -4.01075 -1.29789 -2.870 0.119 -0.328 -0.3897
O -6.67360 -4.88138 -1.19973 1.486 0.642 -0.088 -0.1067
C -4.42171 -4.15103 -0.92818 -0.509 0.343 -0.589 -0.0679
C -3.51523 -3.09685 -1.05278 3.440 -1.337 1.066 -0.3743
C -3.98409 -1.71352 -1.50897 1.372 3.314 1.000 -0.4216
O -3.25433 -0.64552 -1.45755 0.660 -2.041 -0.015 -0.1498
O -2.27529 -3.31896 -0.70891 -2.231 1.247 -0.936 -0.1489
O -7.49107 -2.49558 -2.21813 2.241 0.288 0.667 -0.0973
H -5.73009 -0.50501 -1.97028 0.492 0.337 -0.118 0.0797
H -4.07767 -5.12658 -0.61780 0.168 -0.026 0.168 0.0844
B 8.21385 2.27943 -1.75126 0.808 0.872 -1.750 -1.4253
F 9.06037 1.38616 -2.42041 0.148 -0.846 -0.400 0.0751
F 7.97564 3.37076 -2.61045 -0.483 0.418 -0.848 0.0608
F 7.05174 1.72251 -1.35942 -2.116 -1.351 0.325 0.1405
F 8.85264 2.77637 -0.68899 1.601 0.848 2.648 0.1520
B 3.06906 4.33293 4.93495 0.304 0.014 0.090 -1.3614
F 2.44189 4.69510 3.74767 -0.458 0.016 -0.839 0.0869
F 2.72856 3.03063 5.29006 -0.355 -0.970 -0.001 0.0825
F 4.44393 4.41524 4.78478 1.008 -0.033 -0.290 0.0960
F 2.68944 5.19042 5.94246 -0.545 0.840 0.945 0.1042
```
Forces are in eV/Å.



No. 3
Here is a molecular structure, ClF3Mg2 from the Open Molecules 2025 dataset. Energies are from ωB97M-V with the def2-TZVPD basis set.

Output
* DFT total energy: -31552.1454 eV
* HOMO: -8.62 eV
* relative energy (zero: lowest compared OMol25 entry of this formula, charge and spin): 414.57 kcal/mol
* total charge: 0
* strongest force on any atom: 2.6 eV Å⁻¹

```
6
Properties=species:S:1:pos:R:3:forces:R:3:lowdin_charge:R:1
Mg -2.35765 1.60726 -2.77568 0.599 1.011 2.330 1.3576
Mg 2.65659 -0.83363 1.25064 -1.946 -0.958 -0.111 1.1797
F -3.45423 4.11828 -0.80516 0.534 -1.422 -1.304 -0.5788
F 0.24666 -1.09445 3.98331 1.051 0.158 -1.004 -0.6640
F 0.31776 0.54484 -0.78931 -0.366 0.125 -0.501 -0.7282
Cl 2.59085 -4.34228 -0.86379 0.128 1.086 0.590 -0.5663
```
Forces are in eV/Å.



No. 4
Here is a single C7H6F3IS molecule from the Open Molecules 2025 dataset. Energies are from ωB97M-V with the def2-TZVPD basis set.

Output
* structure (SMILES): FC(F)(F)SC1=CC=C[C@@H](I)C1
* DFT total energy: -34442.5298 eV
* HOMO: -8.41 eV
* relative energy (zero: lowest compared OMol25 entry of this formula, charge and spin): 35.85 kcal/mol
* total charge: 0
* strongest force on any atom: 5.2 eV Å⁻¹

```
18
Properties=species:S:1:pos:R:3:forces:R:3:lowdin_charge:R:1
F -1.80237 5.07000 -0.36172 -0.994 -0.714 0.220 0.1184
C -1.74306 3.72829 -0.32844 -0.389 -0.464 1.485 -0.8742
F -0.47625 3.44483 -0.44691 1.793 -0.303 -0.734 0.1075
F -2.40383 3.17787 -1.34096 -0.245 0.752 -0.513 0.1033
S -2.29075 2.88638 1.26235 -0.125 0.553 -0.609 1.0470
C -1.56810 1.29946 0.94943 0.374 -2.257 1.986 -0.5661
C -1.32392 0.44423 2.03330 2.016 -0.888 -4.673 -0.0845
C -0.45186 -0.81317 1.85606 -1.457 1.732 -3.076 -0.0346
C -0.27514 -1.32586 0.59074 -0.674 -0.322 2.407 -0.1548
C -1.13346 -0.79042 -0.43760 -1.541 2.624 3.328 -0.5069
I -3.44855 -1.31908 -0.16362 1.285 -0.056 -0.324 0.5985
C -1.15759 0.75931 -0.36303 2.554 -1.140 -0.958 -0.2926
H -1.49821 0.80748 2.94838 -0.695 1.000 3.508 0.0444
H 0.06909 -1.34514 2.59220 0.397 0.023 1.635 0.0807
H 0.35837 -2.21369 0.47246 -0.444 0.347 -0.195 0.1128
H -0.92118 -1.03415 -1.37865 0.532 -1.389 -3.740 0.0308
H -0.00132 1.01777 -0.48153 -2.028 -0.269 0.093 0.1786
H -1.64173 1.04239 -1.28136 -0.358 0.770 0.161 0.0916
```
Forces are in eV/Å.



No. 5
Here is a molecular structure, C28H31Cl5InNP from the Open Molecules 2025 dataset. Energies are from ωB97M-V with the def2-TZVPD basis set.

Output
* DFT total energy: -108099.7014 eV
* HOMO: -10.73 eV
* total charge: +1
* strongest force on any atom: 0.5 eV Å⁻¹

```
67
Properties=species:S:1:pos:R:3:forces:R:3:lowdin_charge:R:1
In -0.64166 -1.31401 0.26857 0.486 -0.179 0.017 0.9513
C 1.91437 -1.32510 2.66868 -0.053 0.010 -0.021 -0.1183
C 2.81742 -1.53225 1.45011 0.009 -0.059 0.001 -0.5212
C 4.12632 -0.76173 1.61604 0.005 0.019 -0.030 -0.0933
P 1.86007 -1.09080 -0.05542 -0.031 0.096 -0.028 1.0146
C 2.50250 -1.93706 -1.55034 -0.017 -0.050 0.024 -0.5281
C 4.00147 -1.80107 -1.79957 0.039 0.023 0.010 -0.0878
C 1.68618 -1.47584 -2.75731 -0.068 0.017 -0.006 -0.0995
C 1.81350 0.68677 -0.28448 -0.065 0.002 0.024 -0.2925
C 2.96962 1.40580 -0.61079 0.048 0.020 -0.017 -0.0536
C 2.95615 2.76842 -0.83775 -0.056 -0.032 0.023 -0.2664
C 4.21018 3.52835 -1.15340 0.064 0.029 -0.026 -0.0408
C 1.72331 3.41458 -0.73376 0.033 -0.003 0.002 -0.0061
C 0.56512 2.73994 -0.41308 0.039 -0.053 -0.005 0.0055
C 0.57277 1.35719 -0.18063 -0.004 -0.023 0.024 -0.2872
N -0.61743 0.69683 0.13767 -0.180 0.006 -0.085 -0.1021
C -1.83808 1.44250 0.13426 -0.016 0.026 0.008 -0.3079
C -2.57186 1.56161 -1.04650 -0.033 -0.012 0.075 -0.2396
C -2.09069 0.92558 -2.31689 0.054 -0.094 -0.067 -0.0288
C -3.76873 2.26902 -1.01789 0.009 -0.009 0.075 0.0010
C -4.24167 2.85288 0.15082 0.013 -0.025 -0.037 -0.2557
C -5.52909 3.62581 0.16787 -0.024 0.019 -0.006 -0.0413
C -3.48913 2.71084 1.31202 0.002 -0.017 0.002 0.0046
C -2.29024 2.01288 1.32542 -0.044 0.013 -0.052 -0.2170
C -1.48731 1.88096 2.58544 0.052 -0.019 0.061 -0.0236
H 2.46239 -1.54392 3.58528 0.005 0.004 0.003 0.0942
H 1.04354 -1.98848 2.64866 0.010 0.006 0.004 0.0501
H 1.57513 -0.28637 2.72851 -0.009 -0.011 -0.002 0.0848
H 3.03225 -2.60160 1.33847 -0.021 0.031 -0.008 0.1104
H 3.93253 0.30271 1.74918 -0.001 0.007 0.013 0.0840
H 4.80037 -0.88432 0.76989 -0.001 0.018 0.022 0.0631
H 4.64155 -1.12224 2.50629 0.006 -0.014 0.019 0.0916
H 2.27718 -2.99128 -1.35424 -0.004 -0.002 0.013 0.0960
H 4.27454 -0.77367 -2.04102 0.002 -0.012 -0.002 0.0762
H 4.27765 -2.42088 -2.65258 -0.002 -0.010 -0.028 0.0915
H 4.59487 -2.13327 -0.94895 -0.001 -0.021 -0.019 0.0693
H 1.87175 -0.42316 -2.97562 0.003 -0.001 0.001 0.0877
H 0.60774 -1.60364 -2.60929 0.039 -0.005 0.001 0.0623
H 1.96305 -2.06102 -3.63387 0.008 0.003 -0.012 0.0931
H 3.91287 0.87821 -0.68413 -0.004 0.025 0.004 0.0977
H 4.99554 2.86335 -1.50912 0.028 -0.006 -0.004 0.0786
H 4.58682 4.04581 -0.26982 0.010 0.016 0.012 0.0886
H 4.03126 4.27996 -1.92103 0.004 0.018 -0.018 0.0842
H 1.66903 4.48202 -0.91193 0.007 0.018 0.005 0.1260
H -0.36846 3.27966 -0.34489 -0.024 0.020 0.000 0.1250
H -1.09616 1.28130 -2.59428 0.007 -0.009 -0.002 0.0856
H -2.77320 1.13683 -3.13758 0.009 0.019 -0.013 0.0871
H -2.03032 -0.16852 -2.22830 -0.018 0.055 0.021 0.0614
H -4.34488 2.36351 -1.93011 -0.021 0.009 -0.034 0.1206
H -6.04548 3.55393 -0.78701 -0.017 0.004 -0.020 0.0773
H -5.34390 4.68104 0.37205 -0.001 0.018 0.002 0.0878
H -6.19780 3.25631 0.94508 -0.014 -0.007 0.018 0.0851
H -3.84663 3.15676 2.23266 -0.012 0.018 0.031 0.1251
H -2.00308 2.34850 3.42147 0.006 0.004 0.017 0.0843
H -0.50799 2.35349 2.48055 0.012 -0.010 0.000 0.0863
H -1.30904 0.83252 2.84252 -0.022 0.015 0.010 0.0717
Cl -3.76328 -1.36654 0.35545 -0.052 0.011 -0.013 0.7744
C -3.11109 -2.96142 0.54060 -0.089 -0.026 -0.021 -0.6953
C -1.72789 -3.08422 0.54860 -0.313 0.135 -0.004 -0.3295
C -1.17888 -4.34473 0.69763 0.058 -0.081 0.059 -0.6947
Cl 0.54517 -4.50468 0.74324 0.078 -0.034 -0.020 0.7164
C -1.98003 -5.47582 0.83263 0.010 -0.007 0.009 -0.6957
Cl -1.27960 -7.02713 1.02439 0.003 0.046 -0.011 0.7290
C -3.37007 -5.32854 0.81522 -0.029 0.054 -0.001 -0.6837
Cl -4.37126 -6.70158 0.98002 -0.001 0.000 -0.004 0.7446
C -3.94925 -4.06254 0.66885 0.063 -0.013 0.006 -0.6954
Cl -5.65000 -3.87849 0.64740 0.027 0.014 0.003 0.7367
```
Forces are in eV/Å.



No. 6
Here is a molecular structure, C12B3InO24 from the Open Molecules 2025 dataset. Energies are from ωB97M-V with the def2-TZVPD basis set.

Output
* DFT total energy: -68801.9263 eV
* multiplicity: 2
* HOMO (alpha / beta): -7.91 / -7.91 eV
* total charge: -1
* strongest force on any atom: 5.5 eV Å⁻¹

```
40
Properties=species:S:1:pos:R:3:forces:R:3:mulliken_spin:R:1
In -1.52241 -1.70992 -1.58342 0.289 0.111 0.274 0.0000
O -2.66145 0.45240 0.11518 -0.199 0.740 -0.045 0.0001
C -2.97805 1.39239 0.81539 1.219 -0.355 0.280 0.0001
O -2.42574 2.59676 0.87634 -0.234 -1.868 -1.399 0.0000
B -3.15223 3.41480 1.83625 0.391 -0.145 0.089 -0.0088
O -3.98824 2.48831 2.58965 0.061 -0.078 -0.177 -0.0001
C -4.00126 1.31389 1.95437 -1.885 0.171 0.340 0.0002
O -4.79287 0.43672 2.18281 1.001 0.112 -0.204 0.0000
O -3.84215 4.47257 1.13808 -0.184 1.589 -0.024 0.0001
C -3.24038 5.64622 1.39779 -0.627 3.049 -1.889 -0.0001
O -3.39368 6.73382 0.78916 0.330 -4.107 2.333 0.0000
C -2.19936 5.37369 2.53591 0.862 1.545 -0.762 0.0004
O -2.12972 4.06143 2.63478 0.566 0.178 1.630 0.0118
O -1.48059 6.19856 3.05753 -1.017 -1.240 -0.272 0.0031
O -0.66194 -5.23400 -5.66801 0.738 0.180 -0.088 0.0000
C 0.45062 -4.98495 -5.27917 -1.418 0.119 1.104 0.0000
O 1.60205 -5.32152 -5.78286 -0.442 -0.293 -0.156 0.0000
B 2.67661 -4.75256 -4.98331 1.005 0.212 -0.450 0.0000
O 2.06476 -4.31194 -3.69034 -1.787 -0.075 -0.720 0.0000
C 0.72172 -4.23885 -3.90026 1.838 0.024 0.327 0.0000
O -0.06308 -3.70557 -3.14308 0.212 -0.331 -0.590 0.0000
O 3.81264 -5.71981 -4.86258 0.919 1.260 0.283 0.0000
C 4.97140 -5.06966 -5.14736 2.534 -1.882 0.442 0.0000
O 6.14116 -5.47618 -4.95538 -4.324 1.337 -0.651 0.0000
C 4.57693 -3.73634 -5.80503 -0.077 4.164 -1.131 0.0000
O 3.21376 -3.57654 -5.71607 2.080 -1.159 0.496 0.0000
O 5.28568 -2.83154 -6.27872 -1.515 -3.254 1.362 0.0000
O 0.13909 -0.86233 0.76216 -0.325 0.215 0.847 -0.0009
C 0.33810 -0.32552 1.82454 1.317 -0.692 -0.817 -0.0014
O -0.21915 0.75760 2.29759 -0.362 0.958 0.756 0.0119
B 0.49469 1.18974 3.51413 0.626 -1.587 -1.483 -0.0150
O 1.52038 0.16852 3.79858 -0.845 1.301 0.568 0.0058
C 1.50054 -0.68122 2.81070 2.331 -3.917 -2.244 0.0011
O 2.30756 -1.59263 2.58622 -2.305 2.595 0.988 0.0002
O -0.45786 1.38649 4.60807 0.630 -0.380 -0.278 0.0712
C -0.35484 2.56793 5.04243 -4.078 0.933 3.526 -0.0076
O -1.03968 3.05399 5.93158 1.963 -0.277 -1.660 0.4576
C 0.67853 3.36993 4.15625 2.046 3.018 -1.626 -0.0242
O 1.15157 2.51800 3.32465 -0.498 -0.728 0.238 0.1022
O 0.95688 4.53735 4.21546 -0.834 -1.446 0.782 0.3922
```
Forces are in eV/Å.



No. 7
Here is a gas-phase ion, C6H10N3 (charge +1) from the Open Molecules 2025 dataset. Energies are from ωB97M-V with the def2-TZVPD basis set.

Output
* DFT total energy: -10842.0993 eV
* HOMO (alpha / beta): -14.07 / -13.85 eV
* relative energy (zero: lowest compared OMol25 entry of this formula, charge and spin): 142.13 kcal/mol
* total charge: +1
* strongest force on any atom: 4.3 eV Å⁻¹

```
19
Properties=species:S:1:pos:R:3:forces:R:3:lowdin_charge:R:1
C 1.05155 -0.73364 0.01021 0.763 -2.023 0.997 0.0507
C -0.28203 -0.26458 0.08536 -1.256 -2.555 0.098 -0.2602
C -1.64250 -1.02981 0.00055 1.499 1.394 2.288 -0.0845
C -2.61459 0.15441 -0.10212 -1.859 -1.369 -0.777 -0.1499
C -1.83734 1.46418 0.18068 -0.604 -1.761 3.829 -0.0956
C 3.44927 -0.20466 -0.16162 -0.011 -1.208 -2.464 0.0283
N 1.83084 1.39689 0.37366 -0.584 -0.747 -0.062 0.3505
N -0.43815 0.95676 0.25314 0.438 3.576 -0.397 0.1463
N 2.05106 0.17189 0.11961 -1.676 0.853 0.615 -0.2776
H 1.39057 -1.79634 0.09536 -0.602 1.098 -0.552 0.1632
H -1.67718 -1.63407 -0.83622 -0.035 -1.340 -1.703 0.0887
H -1.80683 -1.65771 0.88477 0.292 0.183 -0.076 0.1293
H -2.87213 0.03422 -1.17830 -0.440 1.037 0.683 0.1215
H -3.57084 -0.08479 0.50718 1.681 0.934 -0.940 0.1508
H -1.89838 2.18076 -0.55957 -0.022 1.425 -1.612 0.0888
H -2.22356 1.96924 1.17235 1.213 -1.006 -1.741 0.1692
H 3.71364 0.66624 -0.82527 0.908 -1.142 0.967 0.1239
H 3.96814 -0.39576 0.78570 0.075 0.534 -0.479 0.1116
H 3.40846 -1.19322 -0.80547 0.219 2.118 1.326 0.1449
```
Forces are in eV/Å.